# 1
Formula: C37H22Br4N6O3STa
Source: the Open Molecules 2025 dataset
Level of theory: ωB97M-V/def2-TZVPD

Structure (XYZ):
```
74
C37H22Br4N6O3STa ωB97M-V/def2-TZVPD
Ta 0.15 -0.07 -0.14
C 0.35 2.21 -3.81
C 1.34 3.19 -3.68
C 2.13 3.19 -2.55
C 1.93 2.22 -1.56
N 0.94 1.31 -1.66
C 0.19 1.31 -2.79
N 2.83 2.26 -0.51
C 2.91 1.37 0.40
N 2.06 0.29 0.64
C 2.63 -0.47 1.66
N 2.26 -1.60 2.15
C 1.23 -2.42 1.75
C 1.20 -3.66 2.40
C 0.25 -4.60 2.07
C -0.66 -4.30 1.07
C -0.59 -3.07 0.46
N 0.31 -2.12 0.80
C 3.83 0.21 2.16
C 4.72 -0.12 3.17
C 5.77 0.76 3.39
C 5.94 1.91 2.62
C 5.05 2.23 1.60
C 3.99 1.36 1.39
H -0.28 2.15 -4.68
H 1.49 3.93 -4.45
H 2.93 3.90 -2.40
H -0.55 0.53 -2.88
H 1.95 -3.84 3.15
H 0.23 -5.56 2.58
H -1.41 -5.00 0.74
H -1.27 -2.82 -0.33
H 4.60 -1.03 3.74
H 6.50 0.54 4.16
H 6.78 2.56 2.82
H 5.17 3.11 0.99
Br -6.23 0.09 -3.05
C -4.65 0.57 -2.13
C -4.46 1.88 -1.67
Br -5.78 3.18 -1.96
C -3.30 2.23 -0.99
Br -2.94 3.96 -0.37
C -2.33 1.26 -0.77
O -1.16 1.43 -0.16
C -2.52 -0.04 -1.24
O -1.45 -0.82 -1.02
C -3.67 -0.40 -1.93
Br -3.82 -2.17 -2.52
O -0.41 0.16 1.87
S 0.18 0.55 3.24
C -0.12 -0.85 4.28
C -1.35 -1.49 4.25
C -1.54 -2.60 5.05
C -0.51 -3.05 5.87
C 0.71 -2.39 5.90
C 0.92 -1.29 5.09
C -1.05 1.68 3.86
C -1.05 1.95 5.22
C -1.97 2.87 5.71
C -2.85 3.50 4.85
C -2.82 3.23 3.49
C -1.91 2.31 2.98
H -2.15 -1.12 3.61
H -2.49 -3.12 5.04
H -0.67 -3.91 6.51
H 1.50 -2.74 6.55
H 1.87 -0.78 5.07
H -0.37 1.45 5.89
H -1.99 3.08 6.77
H -3.57 4.22 5.24
H -3.51 3.73 2.81
H -1.86 2.11 1.92
N 1.68 -2.07 -2.35
C 1.13 -1.38 -1.61
```

The strongest force on any atom is 0.42 eV/A. Its charge is +1. The HOMO energy is -0.3957 hartree. For the LUMO energy, the calculation gives -3.98 eV. For the calculated total energy, the calculation gives -12728.6686 Eh.



# 2
Formula: C3H5Cl2OP
Source: the Open Molecules 2025 dataset
Level of theory: ωB97M-V/def2-TZVPD

Structure (XYZ):
```
12
C3H5Cl2OP ωB97M-V/def2-TZVPD
C 0.13 1.48 -0.95
C -0.25 0.23 -0.81
C -0.31 -1.04 -1.45
O 0.75 -1.62 2.06
P 0.23 -0.25 1.97
Cl 1.63 1.13 2.53
Cl -1.30 0.04 3.49
H 0.02 2.13 -0.10
H 0.03 1.83 -2.02
H -1.27 -1.51 -1.21
H -0.24 -0.92 -2.54
H 0.58 -1.50 -0.96
```

The strongest force on any atom is 2.39 eV/A. As for the spin multiplicity: 3. Its charge is 0. The HOMO energy (alpha / beta) is -0.2891 / -0.3744 hartree. For the LUMO energy (alpha / beta), the calculation gives 0.73 / -3.41 eV. For the calculated total energy, the calculation gives -1454.1841 Eh.



# 3
Formula: CCl5P
Source: the Open Molecules 2025 dataset
Level of theory: ωB97M-V/def2-TZVPD

Structure (XYZ):
```
7
CCl5P ωB97M-V/def2-TZVPD
C -0.55 -0.69 1.39
P 0.82 0.38 -1.66
Cl -2.10 -1.15 1.02
Cl 0.75 -1.87 1.52
Cl -0.50 0.56 2.54
Cl -0.25 0.79 -3.35
Cl 1.83 1.99 -1.46
```

The strongest force on any atom is 2.91 eV/A. Its charge is 0. The HOMO energy (alpha / beta) is -0.3206 / -0.3019 hartree. For the LUMO energy (alpha / beta), the calculation gives -1.16 / -0.92 eV. For the calculated total energy, the calculation gives -2680.3654 Eh.



# 4
Formula: C5H9NOS2
Source: the Open Molecules 2025 dataset
Level of theory: ωB97M-V/def2-TZVPD

Structure (XYZ):
```
18
C5H9NOS2 ωB97M-V/def2-TZVPD
C -1.40 -0.91 -0.05
C -1.99 0.23 -0.82
C -0.56 1.43 -2.63
C 1.10 -0.44 2.06
C 0.88 -1.21 0.77
N -0.14 -0.60 0.02
O -2.06 -1.83 0.43
S -0.52 1.21 -0.98
S 0.52 2.50 -3.61
H -2.49 -0.09 -1.84
H -2.64 0.87 -0.23
H -0.85 0.57 -3.11
H 1.92 -0.87 2.59
H 1.25 0.69 1.78
H 0.19 -0.72 2.73
H 1.74 -1.17 0.21
H 0.58 -2.20 0.95
H 0.47 3.54 -2.62
```

The strongest force on any atom is 3.35 eV/A. Its charge is 0. The HOMO energy is -0.3076 hartree. For the LUMO energy, the calculation gives -0.46 eV. For the calculated total energy, the calculation gives -1122.1611 Eh.



# 5
Formula: C24H32N4O3
Source: the Open Molecules 2025 dataset
Level of theory: ωB97M-V/def2-TZVPD

Structure (XYZ):
```
63
C24H32N4O3 ωB97M-V/def2-TZVPD
C -8.58 -0.37 0.38
O -7.66 -1.29 -0.16
C -6.33 -1.02 -0.05
C -5.47 -1.98 -0.59
C -4.11 -1.81 -0.54
C -3.56 -0.67 0.06
N -2.17 -0.54 0.09
N -1.41 -1.65 0.11
C -0.16 -1.26 0.11
C -0.09 0.15 0.08
C -1.40 0.58 0.08
C -1.83 2.00 -0.01
C -0.66 2.85 -0.54
C -0.99 4.33 -0.33
C -0.46 2.60 -2.04
C 0.61 2.51 0.25
C 1.09 1.06 0.03
N 2.06 0.70 1.05
C 3.35 1.07 0.95
O 3.77 1.78 0.05
C 4.25 0.57 2.08
C 4.51 -0.94 1.97
N 4.93 -1.33 0.65
C 6.24 -0.97 0.15
C 6.10 -0.14 -1.13
C 5.23 -0.87 -2.16
C 4.61 -2.15 -1.58
C 4.04 -1.90 -0.20
O 2.91 -2.19 0.13
C -4.41 0.27 0.62
C -5.79 0.10 0.57
H -8.45 -0.27 1.47
H -8.49 0.61 -0.09
H -9.57 -0.78 0.18
H -5.90 -2.85 -1.05
H -3.44 -2.54 -0.95
H 0.64 -1.97 0.12
H -2.11 2.37 0.98
H -2.70 2.09 -0.67
H -0.21 4.96 -0.75
H -1.08 4.56 0.73
H -1.93 4.59 -0.82
H 0.44 3.09 -2.39
H -1.31 2.99 -2.60
H -0.38 1.53 -2.24
H 0.41 2.65 1.31
H 1.42 3.19 -0.03
H 1.60 0.99 -0.94
H 1.78 0.03 1.74
H 3.79 0.79 3.04
H 5.19 1.12 2.00
H 5.27 -1.24 2.70
H 3.59 -1.49 2.17
H 6.82 -1.87 -0.05
H 6.76 -0.39 0.92
H 5.64 0.81 -0.87
H 7.09 0.07 -1.53
H 5.81 -1.13 -3.04
H 4.42 -0.21 -2.48
H 3.82 -2.52 -2.22
H 5.38 -2.93 -1.50
H -4.02 1.13 1.14
H -6.42 0.85 1.02
```

The strongest force on any atom is 0.89 eV/A. Its charge is 0. The HOMO energy is -0.2921 hartree. For the LUMO energy, the calculation gives 0.72 eV. For the calculated total energy, the calculation gives -1378.5312 Eh.



# 6
Formula: C5H7NO
Source: the Open Molecules 2025 dataset
Level of theory: ωB97M-V/def2-TZVPD

Structure (XYZ):
```
14
C5H7NO ωB97M-V/def2-TZVPD
C -0.45 -1.46 -0.71
C -0.53 -0.23 -0.20
C -1.61 0.75 -0.54
C 0.52 0.21 0.78
N 1.74 0.89 0.20
C 1.87 -0.34 0.77
O 2.67 -1.19 1.07
H 0.33 -2.15 -0.41
H -1.18 -1.81 -1.43
H -2.31 0.32 -1.26
H -1.19 1.67 -0.97
H -2.17 1.04 0.36
H 0.17 0.59 1.74
H 2.15 1.72 0.60
```

The strongest force on any atom is 0.77 eV/A. Its charge is 0. The HOMO energy is -0.3553 hartree. For the LUMO energy, the calculation gives 0.74 eV. For the calculated total energy, the calculation gives -324.6458 Eh.



# 7
Formula: C4H9N4
Source: the Open Molecules 2025 dataset
Level of theory: ωB97M-V/def2-TZVPD

Structure (XYZ):
```
17
C4H9N4 ωB97M-V/def2-TZVPD
C 0.15 -1.81 0.07
N -0.01 -0.38 0.01
C 1.07 0.52 -0.01
N 2.35 0.03 0.06
C 0.58 1.79 0.01
N -0.79 1.77 -0.02
C -1.17 0.25 0.02
N -2.41 -0.21 0.03
H 0.07 -2.26 -0.92
H 1.14 -2.03 0.49
H -0.60 -2.24 0.73
H 3.06 0.75 0.15
H 2.60 -0.66 -0.63
H 1.13 2.71 0.03
H -1.42 2.52 0.21
H -2.59 -1.17 -0.21
H -3.18 0.43 -0.01
```

The strongest force on any atom is 6.22 eV/A. Its charge is +1. The HOMO energy is -0.4354 hartree. For the LUMO energy, the calculation gives -2.85 eV. For the calculated total energy, the calculation gives -376.6070 Eh.



# 8
Formula: CH7NO
Source: the Open Molecules 2025 dataset
Level of theory: ωB97M-V/def2-TZVPD

Structure (XYZ):
```
10
CH7NO ωB97M-V/def2-TZVPD
C -1.13 0.47 -0.02
O -2.12 -0.56 -0.06
H -1.68 1.39 -0.25
H -0.36 0.39 -0.78
H -0.69 0.61 0.98
H -1.72 -1.44 0.00
N 1.59 -0.29 -0.08
H 2.03 0.55 -0.46
H 1.77 -0.15 0.90
H 2.31 -0.98 -0.23
```

The strongest force on any atom is 1.38 eV/A. Its charge is 0. The HOMO energy is -0.3661 hartree. For the LUMO energy, the calculation gives 0.91 eV. For the calculated total energy, the calculation gives -172.2563 Eh.



# 9
Formula: CH2OPS
Source: the Open Molecules 2025 dataset
Level of theory: ωB97M-V/def2-TZVPD

Structure (XYZ):
```
6
CH2OPS ωB97M-V/def2-TZVPD
O 0.97 1.42 0.09
C 0.00 0.80 -0.27
P -0.39 -0.72 0.79
S -0.82 1.17 -1.78
H 0.89 -0.94 1.35
H -0.66 -1.72 -0.18
```

The strongest force on any atom is 2.13 eV/A. Its charge is -1. The HOMO energy is -0.1214 hartree. For the LUMO energy, the calculation gives 4.08 eV. For the calculated total energy, the calculation gives -854.1149 Eh.